C3H6IN2S | ωB97M-V with the def2-TZVPD basis set

Bonds (Å) are listed after each position.
Geometry (Å):
1 I 2.1690 -0.3639 0.4609  S2 2.308
2 S 0.1726 0.7328 0.8359  I1 2.308, C6 1.780
3 N -0.3169 -2.8227 0.1536  C7 1.283, H9 1.112, H10 1.046
4 N -2.4824 -1.7304 0.2599  C7 1.187, H13 0.924
5 C 1.3289 2.7332 -0.6811  C6 1.321, H8 1.066, H12 1.045
6 C 0.4154 2.3790 0.2045  S2 1.780, C5 1.321, H11 1.212
7 C -1.4314 -2.2091 -0.0150  N3 1.283, N4 1.187
8 H 1.4480 3.7207 -1.0650  C5 1.066
9 H 0.7083 -2.4073 0.0404  N3 1.112
10 H -0.2430 -3.8632 0.0809  N3 1.046
11 H -0.5511 3.0404 0.5185  C6 1.212
12 H 2.0253 2.0049 -0.9584  C5 1.045
13 H -3.2427 -1.2146 0.1648  N4 0.924

Summary:
Kohn-Sham gap: 7.50 eV
ΔE to the lowest compared entry with this formula, charge and spin: 202.8 kJ/mol
Electronic energy: -25114.84262 eV
Charge: +1
Spin multiplicity: 1

The net atomic charges from natural (NBO), expressed in e, are: atom 1 (I): 0.128, atom 2 (S): 0.017, atom 3 (N): -0.823, atom 4 (N): -0.448, atom 5 (C): -0.385, atom 6 (C): -0.371, atom 7 (C): 0.784, atom 8 (H): 0.236, atom 9 (H): 0.475, atom 10 (H): 0.474, atom 11 (H): 0.263, atom 12 (H): 0.197, atom 13 (H): 0.453